Model 1:
Computed, not measured: a gas-phase ion, CH5N4O2 (charge +1), with ωB97M-V/def2-TZVPD.

Each line ends with the natural charge from an NBO analysis.
Cartesian coordinates (Å):
O1 0.240 1.818 0.324  -0.54
O2 -1.061 0.740 2.637  -0.13
N1 0.704 0.053 -1.577  -0.75
N2 -0.808 -0.028 1.799  0.30
N3 -0.208 0.546 0.451  -0.10
N4 0.126 -1.609 -0.013  -0.76
C1 0.241 -0.384 -0.428  0.63
H1 0.971 -0.682 -2.279  0.46
H2 -0.511 2.551 0.422  0.53
H3 0.806 1.135 -1.540  0.48
H4 -0.368 -1.726 0.872  0.44
H5 -0.133 -2.413 -0.668  0.44

Charge: +1
HOMO energy in eV: -14.83
LUMO level in Eh: -0.1918
Frontier orbital gap in eV: 9.61


Model 2:
Computed, not measured: 2 unconnected molecules or ions with the total composition CH5N4O2, with ωB97M-V/def2-TZVPD.

Each line ends with the natural charge from an NBO analysis.
Cartesian coordinates (Å):
O1 -3.007 -0.362 0.194  -0.55
O2 -0.733 0.899 0.068  -0.59
N1 2.117 1.123 -0.039  -0.80
N2 1.823 -1.280 0.140  -0.47
N3 -0.811 -0.390 -0.351  0.05
N4 -1.860 -0.965 -0.348  0.10
C1 1.934 -0.111 0.059  0.79
H1 -3.621 -1.000 -0.074  0.50
H2 3.107 1.384 0.261  0.50
H3 -1.552 1.244 0.362  0.50
H4 1.323 -2.079 0.166  0.47
H5 1.281 1.535 -0.437  0.50

Charge: +1
HOMO energy in eV: -14.90
LUMO level in Eh: -0.1574
Frontier orbital gap in eV: 10.61


Unit: kcal/mol. Relative energies: model 1 0.0; model 2 24.7.


Model 1:
Computed, not measured: C3H7N2O2P in the gas phase, with ωB97M-V/def2-TZVPD.

Each line ends with the natural charge from an NBO analysis.
Cartesian coordinates (Å):
P1 1.641 -0.186 0.619  1.46
O1 0.070 0.279 0.760  -0.79
O2 1.665 -0.859 2.157  -0.99
N1 -2.081 2.877 0.614  -0.30
N2 1.429 -1.682 -0.188  -1.19
C1 -1.465 1.996 0.225  0.26
C2 -1.360 0.137 -1.356  -0.61
C3 -0.584 0.978 -0.330  0.00
H1 -0.727 -0.761 -1.716  0.24
H2 2.246 -2.275 -0.242  0.39
H3 2.101 -0.249 2.803  0.49
H4 0.799 -2.311 0.272  0.39
H5 -2.205 -0.363 -0.798  0.22
H6 -1.638 0.775 -2.053  0.21
H7 0.110 1.645 -0.766  0.21

HOMO energy in eV: -9.90
LUMO level in Eh: 0.0304
Frontier orbital gap in eV: 10.73


Model 2:
Computed, not measured: 2 unconnected molecules or ions with the total composition C3H7N2O2P, with ωB97M-V/def2-TZVPD.

Each line ends with the natural charge from an NBO analysis.
Cartesian coordinates (Å):
P1 0.878 0.178 0.039  2.04
O1 1.751 1.109 0.655  -1.09
O2 -0.887 0.362 2.096  -0.37
N1 0.220 -0.960 1.005  -0.68
N2 -3.170 0.021 1.651  -0.32
C1 -2.040 0.165 1.848  0.55
C2 1.422 -0.849 -1.385  -0.99
C3 -0.582 0.990 -0.653  -1.02
H1 0.707 -1.250 1.802  0.38
H2 -1.310 0.267 -1.052  0.24
H3 -0.384 1.652 -1.456  0.25
H4 1.940 -1.755 -0.911  0.25
H5 0.429 -1.054 -1.759  0.24
H6 2.137 -0.338 -2.046  0.27
H7 -1.111 1.462 0.166  0.25

HOMO energy (alpha / beta) in eV: -10.53 / -10.44
LUMO level (alpha / beta) in Eh: -0.0858 / -0.1317
Frontier orbital gap (alpha / beta) in eV: 8.20 / 6.85


Unit: kcal/mol. Relative energies: model 1 0.0; model 2 87.3.


Model 1:
Computed, not measured: C5H4ClFO in the gas phase, with ωB97M-V/def2-TZVPD.

Each line ends with the natural charge from an NBO analysis.
Cartesian coordinates (Å):
Cl1 0.794 2.029 1.263  -0.09
F1 2.209 1.160 -0.869  -0.30
O1 -1.333 0.247 -0.942  -0.43
C1 -1.532 -0.342 0.299  0.15
C2 0.694 -0.467 0.141  -0.33
C3 -0.392 -0.841 0.975  -0.32
C4 1.127 0.857 -0.151  0.38
C5 0.025 0.245 -0.943  0.03
H1 -2.639 -0.231 0.671  0.22
H2 -0.640 -1.467 1.862  0.26
H3 0.407 0.237 -1.937  0.21
H4 1.281 -1.428 -0.369  0.23

HOMO energy in eV: -8.92
LUMO level in Eh: 0.0245
Frontier orbital gap in eV: 9.59


Model 2:
Computed, not measured: a molecular structure, C5H4ClFO, with ωB97M-V/def2-TZVPD.

Each line ends with the natural charge from an NBO analysis.
Cartesian coordinates (Å):
Cl1 -0.875 -3.003 0.149  0.03
F1 0.595 3.068 -0.282  -0.38
O1 1.653 -0.111 -0.689  -0.49
C1 -0.233 0.913 0.797  -0.29
C2 -0.922 -0.352 0.585  -0.21
C3 -0.277 1.856 -0.286  0.21
C4 -0.304 -1.397 -0.055  -0.13
C5 1.123 -1.310 -0.717  0.36
H1 -1.832 -0.284 1.176  0.24
H2 -1.018 1.629 -1.448  0.22
H3 1.514 -2.158 -1.248  0.17
H4 0.577 1.148 2.017  0.27

HOMO energy in eV: -9.11
LUMO level in Eh: -0.0367
Frontier orbital gap in eV: 8.12


Unit: kcal/mol. Relative energies: model 1 0.0; model 2 52.1.


Model 1:
Computed, not measured: a molecular structure, C2N2, with ωB97M-V/def2-TZVPD.

Each line ends with the natural charge from an NBO analysis.
Cartesian coordinates (Å):
N1 -0.085 0.839 -0.591  -0.41
N2 -0.071 -0.561 -0.408  -0.42
C1 0.051 -1.413 0.418  0.36
C2 0.105 1.135 0.582  0.47

HOMO energy in eV: -12.29
LUMO level in Eh: -0.0369
Frontier orbital gap in eV: 11.28


Model 2:
Computed, not measured: C2N2 in the gas phase, with ωB97M-V/def2-TZVPD.

Each line ends with the natural charge from an NBO analysis.
Cartesian coordinates (Å):
N1 -1.899 0.004 0.003  -0.21
N2 1.899 0.000 -0.003  -0.21
C1 -0.758 -0.011 -0.008  0.21
C2 0.758 0.008 0.008  0.21

HOMO energy in eV: -13.17
LUMO level in Eh: 0.0030
Frontier orbital gap in eV: 13.25


Unit: kcal/mol. Relative energies: model 1 93.3; model 2 0.0.


Model 1:
Computed, not measured: 3 unconnected molecules or ions with the total composition H4OS2, with ωB97M-V/def2-TZVPD.

Each line ends with the natural charge from an NBO analysis.
Cartesian coordinates (Å):
S1 0.743 0.755 1.697  -0.13
S2 -1.387 0.081 -1.603  -0.07
O1 1.062 -1.137 -0.632  -0.92
H1 1.422 -0.871 0.198  0.45
H2 0.501 1.639 2.659  0.11
H3 0.372 -0.458 -0.678  0.44
H4 -2.713 -0.009 -1.642  0.11

HOMO energy in eV: -9.54
LUMO level in Eh: -0.1951
Frontier orbital gap in eV: 4.24


Model 2:
Computed, not measured: 2 unconnected molecules or ions with the total composition H4OS2, with ωB97M-V/def2-TZVPD.

Each line ends with the natural charge from an NBO analysis.
Cartesian coordinates (Å):
S1 1.375 2.490 0.494  -0.12
S2 0.547 0.503 0.297  -0.15
O1 -2.145 -1.788 -1.016  -0.94
H1 2.691 2.310 0.255  0.13
H2 -1.445 -1.096 -1.035  0.47
H3 0.695 0.143 1.590  0.14
H4 -1.717 -2.562 -0.585  0.47

HOMO energy in eV: -10.06
LUMO level in Eh: -0.0109
Frontier orbital gap in eV: 9.77


Unit: kcal/mol. Relative energies: model 1 120.4; model 2 0.0.


Model 1:
Computed, not measured: a gas-phase ion, CH3O4Si (charge -1), with ωB97M-V/def2-TZVPD.

Each line ends with the natural charge from an NBO analysis.
Cartesian coordinates (Å):
Si1 -0.014 0.025 -0.282  1.66
O1 0.417 -1.457 0.300  -1.12
O2 -2.384 -1.091 0.255  -0.79
O3 0.750 1.210 0.597  -1.11
O4 -2.558 1.132 -0.030  -0.77
C1 -1.939 0.051 -0.014  0.41
H1 0.644 0.126 -1.588  -0.29
H2 0.145 1.821 1.010  0.50
H3 -0.388 -1.940 0.519  0.51

Charge: -1
HOMO energy in eV: -3.89
LUMO level in Eh: 0.1454
Frontier orbital gap in eV: 7.85


Model 2:
Computed, not measured: a molecular structure, CH3O4Si, with ωB97M-V/def2-TZVPD.

Each line ends with the natural charge from an NBO analysis.
Cartesian coordinates (Å):
Si1 0.351 -0.258 0.211  1.39
O1 -0.095 0.939 -0.631  -1.25
O2 2.327 -1.140 -0.441  -0.71
O3 -2.173 1.923 0.638  -0.97
O4 0.829 -2.581 -1.392  -0.67
C1 1.231 -1.655 -0.748  0.50
H1 -1.873 1.823 -0.272  0.50
H2 -1.706 1.196 1.077  0.46
H3 1.109 -0.246 1.558  -0.25

Charge: -1
HOMO energy in eV: -4.10
LUMO level in Eh: 0.1281
Frontier orbital gap in eV: 7.59


Unit: kcal/mol. Relative energies: model 1 0.0; model 2 63.5.


Model 1:
Computed, not measured: C3H3BrS in the gas phase, with ωB97M-V/def2-TZVPD.

Each line ends with the natural charge from an NBO analysis.
Cartesian coordinates (Å):
Br1 -0.930 -2.207 0.460  0.05
S1 1.522 1.672 -0.793  0.04
C1 0.586 0.207 -0.348  -0.10
C2 -0.500 -0.391 0.869  -0.46
C3 0.897 0.061 -1.581  -0.26
H1 0.952 -0.439 -2.516  0.25
H2 -1.376 0.245 0.837  0.24
H3 0.044 -0.329 1.808  0.23

HOMO energy in eV: -7.93
LUMO level in Eh: 0.0234
Frontier orbital gap in eV: 8.56


Model 2:
Computed, not measured: 2 unconnected molecules or ions with the total composition C3H3BrS, with ωB97M-V/def2-TZVPD.

Each line ends with the natural charge from an NBO analysis.
Cartesian coordinates (Å):
Br1 3.000 0.926 0.231  -0.03
S1 1.452 2.251 -0.329  -0.03
C1 -0.426 0.558 -0.069  0.09
C2 -0.185 -0.817 -0.294  -0.41
C3 -1.483 -0.139 0.340  -0.24
H1 -2.314 -0.195 1.025  0.25
H2 -0.428 -1.243 -1.265  0.19
H3 0.383 -1.341 0.362  0.19

HOMO energy (alpha / beta) in eV: -8.91 / -8.90
LUMO level (alpha / beta) in Eh: -0.0582 / -0.0583
Frontier orbital gap (alpha / beta) in eV: 7.32 / 7.32


Unit: kcal/mol. Relative energies: model 1 0.0; model 2 55.0.


Model 1:
Computed, not measured: a molecular structure, C9H14N2OS, with ωB97M-V/def2-TZVPD.

Each line ends with the natural charge from an NBO analysis.
Cartesian coordinates (Å):
S1 0.586 0.428 1.421  1.30
O1 -0.523 1.178 2.110  -1.02
N1 -1.139 -1.261 2.951  -0.34
N2 -0.176 -1.570 2.369  -0.21
C1 -1.706 -0.203 -0.213  -0.20
C2 1.541 1.704 0.373  -0.41
C3 0.317 -1.456 -0.662  -0.23
C4 -1.650 -1.882 -1.976  -0.20
C5 0.746 2.554 -0.627  -0.64
C6 -2.367 -0.971 -1.137  -0.22
C7 -0.361 -2.197 -1.594  -0.21
C8 -0.235 -0.408 0.012  -0.22
C9 2.619 0.916 -0.359  -0.63
H1 -1.823 -1.949 3.312  0.29
H2 3.537 1.437 -0.166  0.22
H3 -3.394 -0.711 -1.226  0.21
H4 -0.241 2.712 -0.156  0.22
H5 2.551 0.883 -1.416  0.21
H6 -2.269 -2.435 -2.633  0.22
H7 0.264 -2.909 -2.118  0.22
H8 -2.259 0.448 0.357  0.22
H9 1.122 3.553 -0.878  0.22
H10 0.441 1.932 -1.456  0.21
H11 -1.559 -0.292 3.098  0.35
H12 2.053 2.341 1.132  0.22
H13 1.339 -1.731 -0.468  0.22
H14 2.589 -0.114 -0.051  0.20

HOMO energy in eV: -7.67
LUMO level in Eh: 0.0195
Frontier orbital gap in eV: 8.20


Model 2:
Computed, not measured: C9H14N2OS in the gas phase, with ωB97M-V/def2-TZVPD.

Each line ends with the natural charge from an NBO analysis.
Cartesian coordinates (Å):
S1 1.442 2.262 3.299  -0.15
O1 -1.845 -1.673 -1.144  -0.52
N1 -0.150 0.291 2.329  -0.49
N2 0.753 1.865 0.777  -0.63
C1 -0.775 -0.308 1.298  0.39
C2 -1.424 0.043 -2.677  -0.70
C3 -1.661 -1.312 1.855  -0.69
C4 0.481 1.008 -0.414  -0.02
C5 1.796 0.217 -0.737  -0.40
C6 2.163 -1.007 0.138  -0.63
C7 -1.380 -0.580 -1.254  0.62
C8 -0.877 0.269 -0.091  -0.42
C9 0.685 1.362 2.083  0.25
H1 -2.355 -1.901 1.078  0.25
H2 -1.776 -0.751 -3.314  0.24
H3 -1.622 1.122 -0.078  0.28
H4 -1.069 -2.183 2.300  0.26
H5 1.665 -1.972 -0.185  0.21
H6 1.612 -0.192 -1.805  0.19
H7 1.793 -0.981 1.126  0.22
H8 2.640 0.874 -0.855  0.22
H9 1.262 2.742 0.592  0.42
H10 -2.107 0.875 -2.625  0.23
H11 -0.551 0.285 -3.029  0.21
H12 -2.239 -0.817 2.609  0.26
H13 3.192 -1.099 0.027  0.22
H14 0.347 1.560 -1.305  0.21

HOMO energy in eV: -8.17
LUMO level in Eh: -0.0228
Frontier orbital gap in eV: 7.55


Unit: kcal/mol. Relative energies: model 1 59.8; model 2 0.0.